Entry 1:
Entry from the OMol25 dataset: a cluster of 2 separate species, C6H12N2 in total at a distorted geometry (wB97M-V/def2-TZVPD).

Calculated values
LUMO energy = 0.030 hartree
SMILES string = Cc1c[nH]cn1.CC
Charge = 0
Electronic energy = -345.30216 Eh

Positions of all 20 atoms, in Å:
C: -3.138 -1.387 0.669
C: -2.206 -0.271 0.382
C: -1.163 0.194 1.155
N: -0.840 1.404 0.574
C: -1.657 1.618 -0.483
N: -2.473 0.582 -0.654
H: -4.140 -0.998 0.827
H: -2.679 -1.971 1.480
H: -3.220 -2.195 -0.066
H: -0.466 -0.264 1.838
H: -0.248 2.062 1.048
H: -1.462 2.261 -1.330
C: 2.965 -0.901 -0.467
C: 2.956 0.551 -0.893
H: 3.934 -1.198 -0.063
H: 2.186 -1.052 0.274
H: 2.809 -1.565 -1.321
H: 1.945 0.954 -1.052
H: 3.337 1.290 -0.179
H: 3.560 0.888 -1.738


Entry 2:
Entry from the OMol25 dataset: the molecule C6H12N2 at a distorted geometry (wB97M-V/def2-TZVPD).

Calculated values
LUMO energy = 0.030 hartree
SMILES string = NC1(C2(N)CC2)CC1
Charge = 0
Electronic energy = -345.04186 Eh

Positions of all 20 atoms, in Å:
N: 1.218 -1.242 0.919
C: 0.886 0.025 0.406
C: -0.706 -0.125 -0.029
N: -0.753 -1.320 -0.884
C: -1.968 0.064 0.765
C: -1.633 1.179 -0.287
C: 1.496 1.434 0.208
C: 1.740 0.260 -0.798
H: 0.608 -1.303 1.767
H: 0.702 -1.801 -0.102
H: 0.292 -1.323 -1.496
H: -1.771 -1.237 -1.564
H: -2.899 -0.633 0.525
H: -1.952 0.052 2.095
H: -1.645 2.217 0.108
H: -2.327 1.261 -1.174
H: 0.683 2.033 -0.330
H: 2.368 1.704 0.931
H: 2.504 -0.449 -0.830
H: 1.284 0.387 -1.768


Entry 3:
Entry from the OMol25 dataset: the molecule C6H12N2 (wB97M-V/def2-TZVPD).

Calculated values
LUMO energy = 0.035 hartree
SMILES string = C/C=C/N/C(N)=C/C
Charge = 0
Electronic energy = -345.28925 Eh

Positions of all 20 atoms, in Å:
C: -0.581 -0.863 3.171
C: -0.181 -0.274 1.856
C: -0.884 0.708 1.282
N: -0.742 1.244 0.015
C: -0.066 0.726 -1.080
N: -0.657 1.141 -2.286
C: 0.983 -0.122 -1.025
C: 1.596 -0.741 -2.252
H: 0.107 -0.551 3.966
H: -0.550 -1.949 3.130
H: -1.589 -0.555 3.452
H: 0.800 -0.588 1.521
H: -1.783 1.065 1.774
H: -1.451 1.914 -0.244
H: -0.204 0.749 -3.103
H: -1.655 0.998 -2.331
H: 1.568 -0.208 -0.129
H: 2.009 0.029 -2.930
H: 2.415 -1.397 -1.967
H: 0.865 -1.325 -2.819


Entry 4:
Entry from the OMol25 dataset: a cluster of 2 separate species, C6H12N2O in total at a distorted geometry (wB97M-V/def2-TZVPD).

Calculated values
LUMO energy = 0.030 hartree
SMILES string = C=C(C)C(=O)NN.C=C
Charge = 0
Electronic energy = -420.47951 Eh

Positions of all 21 atoms, in Å:
C: 1.503 -1.430 0.307
C: 0.803 -0.667 -0.533
C: 1.371 -0.208 -1.843
C: -0.693 -0.384 -0.407
O: -1.354 -0.121 -1.413
N: -1.310 -0.982 0.679
N: -2.713 -0.963 0.804
H: 1.116 -1.803 1.240
H: 2.545 -1.642 0.119
H: 0.705 -0.508 -2.654
H: 2.371 -0.613 -2.020
H: 1.435 0.884 -1.867
H: -0.839 -1.619 1.302
H: -3.026 0.007 0.923
H: -3.117 -1.271 -0.062
C: -0.448 1.962 0.710
C: 0.830 1.707 1.050
H: -1.233 1.939 1.455
H: -0.683 2.476 -0.211
H: 1.661 1.950 0.407
H: 1.075 1.285 2.014


Kohn-Sham gap, respectively: 9.42; 9.71; 8.38; 10.38 eV.
ΔE to the lowest compared entry with this formula, charge and spin, respectively: 16.13; 179.47; 24.23; 65.50 kcal/mol.